Molecular formula: CH3IO2
Method: DFT, ωB97M-V/def2-TZVPD

Properties
HOMO energy in Eh: -0.352
SMILES string: O=CI.O
2S+1: 1
Relative energy (zero: lowest compared OMol25 entry of this formula, charge and spin) in kcal per mole: 47.9

The geometry in XYZ format:
```
7
CH3IO2 (ωB97M-V/def2-TZVPD)
O 1.02109 -0.27062 -0.88965
C 0.76895 0.79208 -0.44145
I -0.77497 1.91945 -1.30475
H 1.41408 1.53175 0.20281
O -1.15224 -0.80575 0.13089
H -0.79911 -1.79636 0.56569
H -1.94293 -1.16225 0.64344
```

Results of the Löwdin charge analysis, in e, for atoms 1 through 5: -0.070, -0.791, 0.803, 0.085, -0.253

Molecular formula: CH3IO2S
Method: DFT, ωB97M-V/def2-TZVPD

Properties
HOMO energy (alpha / beta) in Eh: -0.379 / -0.347
2S+1: 1
Relative energy (zero: lowest compared OMol25 entry of this formula, charge and spin) in kcal per mole: 57.3

The geometry in XYZ format:
```
8
CH3IO2S (ωB97M-V/def2-TZVPD)
C 1.86468 -0.45988 0.02931
O -1.59466 1.66319 -1.03578
O -1.53992 1.01914 1.28383
S -1.34226 0.61404 -0.08825
I -2.85407 -1.52878 -0.30397
H 1.93122 0.33969 0.77261
H 1.47195 -1.41218 0.34364
H 2.06306 -0.23522 -1.00140
```

Results of the Löwdin charge analysis, in e, for atoms 1 through 5: 0.079, -0.410, -0.444, 0.411, 0.392

Molecular formula: CH3IO3P
Method: DFT, ωB97M-V/def2-TZVPD

Properties
HOMO energy in Eh: -0.192
Total charge: -1
2S+1: 1
Relative energy (zero: lowest compared OMol25 entry of this formula, charge and spin) in kcal per mole: 31.9

The geometry in XYZ format:
```
9
CH3IO3P (ωB97M-V/def2-TZVPD)
C -1.71950 -0.74200 1.05524
O 0.36923 0.75218 1.48612
O -0.03605 1.72855 -0.83073
O -1.43458 -1.87233 0.83372
P 0.87764 1.52934 0.31517
I 1.26662 3.73798 1.35702
H 2.16396 1.20745 -0.04374
H -2.01989 -0.48344 2.11765
H -1.50848 -0.03197 0.25151
```

Results of the Löwdin charge analysis, in e, for atoms 1 through 5: -0.206, -0.520, -0.490, -0.044, -0.055

Molecular formula: CH3IO3S
Method: DFT, ωB97M-V/def2-TZVPD

Properties
HOMO energy in Eh: -0.337
2S+1: 1
Relative energy (zero: lowest compared OMol25 entry of this formula, charge and spin) in kcal per mole: 40.3

The geometry in XYZ format:
```
9
CH3IO3S (ωB97M-V/def2-TZVPD)
C -1.34037 0.44681 -0.21387
O 0.14106 -2.00439 0.43782
O -0.00029 0.27815 -0.65781
O 2.06131 -0.10516 1.05634
S 0.90877 -1.04126 -0.28301
I 3.18100 1.06585 -0.02208
H -1.38044 1.04838 0.62836
H -1.65758 -0.46586 0.03395
H -1.91346 0.77747 -0.97970
```

Results of the Löwdin charge analysis, in e, for atoms 1 through 5: -0.071, -0.388, -0.438, -1.061, 0.931

Molecular formula: CH3IO3S
Method: DFT, ωB97M-V/def2-TZVPD

Properties
HOMO energy (alpha / beta) in Eh: -0.329 / -0.340
2S+1: 1
Relative energy (zero: lowest compared OMol25 entry of this formula, charge and spin) in kcal per mole: 79.9

The geometry in XYZ format:
```
9
CH3IO3S (ωB97M-V/def2-TZVPD)
C -1.11485 -0.35492 -0.00431
O 1.10617 1.26427 -1.04261
O -1.12788 1.00563 0.25264
O 1.59629 -0.70478 1.33144
S 0.27310 1.89202 0.02865
I 2.49243 -0.86962 -0.24649
H -0.52203 -0.99240 0.60375
H -0.66700 -0.48031 -0.95202
H -2.03623 -0.75989 0.02895
```

Results of the Löwdin charge analysis, in e, for atoms 1 through 5: -0.190, -0.738, -0.442, -0.960, 0.995

Molecular formula: CH3IS2
Method: DFT, ωB97M-V/def2-TZVPD

Properties
HOMO energy (alpha / beta) in Eh: -0.345 / -0.337
2S+1: 1
Relative energy (zero: lowest compared OMol25 entry of this formula, charge and spin) in kcal per mole: 24.9

The geometry in XYZ format:
```
7
CH3IS2 (ωB97M-V/def2-TZVPD)
C -0.64986 -0.47763 0.05118
S 0.56459 0.97766 0.57244
S -0.12607 2.58677 -0.26494
I 2.92372 -0.81091 -0.12870
H -0.45866 -1.39312 0.65987
H -0.57239 -0.74664 -1.09480
H -1.68133 -0.13614 0.20495
```

Results of the Löwdin charge analysis, in e, for atoms 1 through 5: -0.407, 0.052, 0.136, 0.097, 0.029

Molecular formula: CH3N2O
Method: DFT, ωB97M-V/def2-TZVPD

Properties
HOMO energy (alpha / beta) in Eh: -0.081 / -0.081
Total charge: -1
2S+1: 1
Relative energy (zero: lowest compared OMol25 entry of this formula, charge and spin) in kcal per mole: 29.0

The geometry in XYZ format:
```
7
CH3N2O (ωB97M-V/def2-TZVPD)
C -0.36972 0.04783 -0.12819
N 0.78184 -0.59195 -0.62721
N -0.58468 0.84136 -1.35114
O -0.33631 2.05418 -1.05677
H -1.18559 -0.67034 -0.09095
H -0.22438 0.65770 0.80878
H 1.44287 0.15543 -0.86003
```

Results of the Löwdin charge analysis, in e, for atoms 1 through 5: -0.555, -0.133, -0.149, -0.251, 0.064

Molecular formula: CH3N2O
Method: DFT, ωB97M-V/def2-TZVPD

Properties
HOMO energy (alpha / beta) in Eh: -0.577 / -0.577
Total charge: +1
2S+1: 1
Relative energy (zero: lowest compared OMol25 entry of this formula, charge and spin) in kcal per mole: 107.1

The geometry in XYZ format:
```
7
CH3N2O (ωB97M-V/def2-TZVPD)
C 0.06461 -0.17982 -0.03507
N -1.08839 -0.64065 -0.04096
N 1.18347 0.44730 -0.02385
O -1.57371 0.62085 -0.02591
H -1.66574 -1.49497 0.15536
H 1.89705 -0.03150 0.50149
H 1.18270 1.27878 -0.53106
```

Results of the Löwdin charge analysis, in e, for atoms 1 through 5: 0.017, 0.070, 0.302, 0.052, 0.236

Molecular formula: CH3N2OP
Method: DFT, ωB97M-V/def2-TZVPD

Properties
HOMO energy in Eh: -0.339
SMILES string: C1N=NPO1
2S+1: 1
Relative energy (zero: lowest compared OMol25 entry of this formula, charge and spin) in kcal per mole: 59.1

The geometry in XYZ format:
```
8
CH3N2OP (ωB97M-V/def2-TZVPD)
C 0.58984 -0.03737 0.49954
N 1.21429 0.30264 -1.05263
N 0.37317 0.99447 -1.60034
P -0.95821 1.63965 -0.81242
O -0.66515 0.60581 0.44658
H 0.61704 -1.18835 0.68586
H 1.26720 0.60213 1.14909
H -2.04839 0.86021 -1.51655
```

Results of the Löwdin charge analysis, in e, for atoms 1 through 5: -0.212, -0.001, -0.333, 0.836, -0.488

Molecular formula: CH3N2OP
Method: DFT, ωB97M-V/def2-TZVPD

Properties
HOMO energy (alpha / beta) in Eh: -0.327 / -0.327
2S+1: 1
Relative energy (zero: lowest compared OMol25 entry of this formula, charge and spin) in kcal per mole: 87.5

The geometry in XYZ format:
```
8
CH3N2OP (ωB97M-V/def2-TZVPD)
C 0.16388 -0.26374 -1.49254
N 0.12500 -1.03591 -2.33144
N -1.04621 -1.01842 1.43715
O 1.06998 1.56827 0.20407
P -0.36125 1.10952 -0.35482
H -1.35017 -1.54702 0.63604
H -0.06981 -1.22092 1.36130
H 1.46858 2.40823 0.54024
```

Results of the Löwdin charge analysis, in e, for atoms 1 through 5: -0.489, 0.069, -0.016, -0.405, 0.923

Molecular formula: CH3N2OP
Method: DFT, ωB97M-V/def2-TZVPD

Properties
HOMO energy (alpha / beta) in Eh: -0.232 / -0.368
2S+1: 3
Relative energy (zero: lowest compared OMol25 entry of this formula, charge and spin) in kcal per mole: 8.4
⟨S²⟩: 2.01

The geometry in XYZ format:
```
8
CH3N2OP (ωB97M-V/def2-TZVPD)
C 0.84833 0.00242 -0.38017
N 0.26411 -1.25714 -0.09782
N -0.88658 -1.35430 0.09898
O -0.17036 0.99211 -0.48881
P -1.63785 0.48826 0.06944
H 1.50755 0.32962 0.50665
H 1.47166 -0.07289 -1.26418
H -1.39686 0.87192 1.55591
```

Results of the Löwdin charge analysis, in e, for atoms 1 through 5: -0.312, -0.135, -0.177, -0.481, 0.922

Molecular formula: CH3N2S
Method: DFT, ωB97M-V/def2-TZVPD

Properties
HOMO energy (alpha / beta) in Eh: -0.547 / -0.538
Total charge: +1
2S+1: 1
Relative energy (zero: lowest compared OMol25 entry of this formula, charge and spin) in kcal per mole: 70.9

The geometry in XYZ format:
```
7
CH3N2S (ωB97M-V/def2-TZVPD)
C 0.07406 -0.28117 -0.33161
N -1.23523 -0.22785 -0.34577
N 0.96939 0.56850 0.12707
S -0.47172 -1.39855 -1.46071
H -2.02144 -0.40649 1.16887
H 0.76723 1.45810 0.54534
H 1.91771 0.28746 0.29681
```

Results of the Löwdin charge analysis, in e, for atoms 1 through 5: -0.777, -0.218, 0.227, 1.104, 0.377

Calculated total energy
In order: -13279.169 -24113.038 -24620.862 -26160.985 -26159.267 -30855.542 -6110.077 -6100.138 -15399.685 -15398.456 -15397.411 -14888.661
Unit: eV
F_max
In order: 0.1486 0.0390 0.0519 0.0815 0.0689 0.0485 0.0560 0.0706 0.0633 0.0547 0.1350 0.0702
Unit: Eh/bohr